Below is a structure of composition C45H50F3N6O5RbS, with properties calculated with the ωB97M-V functional and the def2-TZVPD basis.

```
111
Properties=species:S:1:pos:R:3:forces:R:3
Rb 0.155520 -1.511737 -0.515842 -0.58 0.02 1.13
C -1.536196 -4.458513 1.067974 -0.03 0.03 -0.13
C -2.255952 -3.595667 2.112473 -0.03 0.05 0.08
N -2.102592 -2.173359 1.910042 0.18 -0.06 -0.09
C -1.632148 -1.382784 3.029071 -0.04 0.07 -0.03
C -0.235661 -1.797867 3.500257 -0.07 0.03 0.05
N 0.703312 -1.855664 2.411522 0.10 0.30 0.00
C 1.562025 -3.004313 2.325219 0.05 0.14 -0.04
C 0.774846 -4.285742 1.988714 -0.10 -0.03 -0.01
N -0.148708 -4.115973 0.885348 0.08 -0.01 0.17
H -2.035001 -4.303609 0.109672 0.02 0.02 0.01
H -1.701188 -5.518275 1.350755 0.02 -0.01 0.01
H -1.879146 -3.844691 3.109057 0.00 -0.01 -0.01
H -3.311928 -3.905373 2.115251 -0.01 -0.01 -0.02
H -2.843814 -1.734802 1.387721 -0.06 -0.01 0.06
H -2.312854 -1.420182 3.903712 0.00 -0.01 0.01
H -1.581376 -0.341707 2.704180 0.06 -0.07 0.00
H -0.287035 -2.771506 4.000485 0.03 0.00 -0.03
H 0.075651 -1.076057 4.270053 0.00 0.00 0.00
H 1.103231 -0.917622 2.257196 -0.03 -0.23 0.10
H 2.149702 -3.190024 3.245886 0.01 -0.06 -0.02
H 2.291303 -2.823470 1.526893 -0.03 -0.02 0.01
H 0.202155 -4.591038 2.870870 0.00 0.01 0.00
H 1.491070 -5.097567 1.804113 0.04 0.02 -0.01
H 0.241594 -4.351048 -0.013939 -0.01 -0.16 0.01
O 0.942022 0.982874 2.210914 0.22 -0.03 0.02
C 2.208639 1.453993 2.188403 -0.30 0.00 0.02
C 2.836575 1.281437 0.763259 -0.02 0.06 -0.25
C 2.040942 1.948791 -0.329821 -0.16 0.00 0.18
C 2.325207 3.263929 -0.691496 0.00 -0.04 0.04
C 1.607770 3.847832 -1.719768 0.01 0.03 0.01
C 0.621550 3.116161 -2.354341 -0.01 0.05 -0.01
C 0.358969 1.820407 -1.915783 -0.08 -0.02 0.07
C -0.724994 0.986176 -2.553191 0.13 0.04 -0.03
C -2.243387 1.352672 -2.421826 -0.12 -0.03 0.02
O -2.949829 0.410850 -3.119862 0.09 0.39 0.12
C -2.631879 1.350146 -0.920593 -0.03 0.03 -0.05
C -3.659463 0.498905 -0.523540 0.00 -0.01 0.01
C -4.076624 0.443149 0.801774 -0.01 0.02 -0.05
C -3.467392 1.239500 1.761182 -0.02 0.03 -0.02
C -2.433067 2.084393 1.381344 -0.04 0.04 0.02
C -2.023637 2.142432 0.056432 0.02 -0.04 -0.04
C -2.529439 2.725319 -3.071841 -0.08 -0.01 0.05
C -3.179496 3.782218 -2.443114 0.08 -0.03 -0.01
C -3.472586 4.960862 -3.126908 0.02 -0.03 0.02
C -3.120674 5.106954 -4.457856 0.00 0.00 0.01
C -2.487920 4.049565 -5.106250 0.02 -0.02 0.02
C -2.207859 2.879045 -4.422376 -0.02 -0.02 -0.09
N 1.061512 1.251954 -0.925654 0.23 0.26 -0.10
C 2.281610 2.962558 2.553765 -0.05 -0.06 -0.16
C 3.473325 3.631529 2.819484 0.02 -0.01 -0.01
C 3.482744 4.997529 3.070754 -0.02 -0.01 0.00
C 2.291273 5.715110 3.063245 0.02 -0.01 0.01
C 1.096952 5.050901 2.812834 -0.04 -0.01 -0.01
C 1.094586 3.684158 2.563230 0.05 -0.07 -0.01
C 3.058694 0.689013 3.227977 0.00 -0.04 -0.03
C 4.155862 -0.108239 2.931240 0.09 -0.07 -0.02
C 4.797545 -0.848076 3.925555 -0.02 0.02 -0.01
C 4.354195 -0.793107 5.235108 0.01 0.00 0.01
C 3.252172 0.002824 5.545708 0.00 0.01 -0.05
C 2.615718 0.725230 4.553055 -0.01 -0.01 0.04
H 3.866759 1.655399 0.719510 -0.03 0.03 0.05
H 2.866995 0.213296 0.551698 -0.05 -0.06 0.03
H 3.095757 3.807920 -0.159203 0.01 0.01 -0.02
H 1.816978 4.866448 -2.026553 0.01 0.01 0.00
H 0.050839 3.538689 -3.170282 -0.01 -0.01 0.01
H -0.519270 0.885236 -3.622127 -0.05 0.07 0.01
H -0.656736 -0.017016 -2.155704 -0.05 0.10 -0.28
H -4.118346 -0.108934 -1.293267 0.00 0.00 0.02
H -4.879335 -0.230896 1.084403 0.00 0.02 0.00
H -3.777907 1.187556 2.798914 0.01 0.00 -0.02
H -1.932250 2.693465 2.124885 0.00 -0.05 -0.03
H -1.219154 2.817460 -0.207429 0.02 0.00 -0.01
H -3.463887 3.690923 -1.403342 0.00 0.00 0.01
H -3.978411 5.765876 -2.605270 0.00 0.01 -0.01
H -3.340842 6.026516 -4.988078 0.00 -0.01 0.00
H -2.217332 4.135780 -6.153134 -0.01 0.01 0.01
H -1.747047 2.050878 -4.949498 -0.03 0.02 0.06
H 4.405054 3.073200 2.834249 -0.01 0.02 -0.01
H 4.420846 5.502506 3.275418 -0.01 0.01 0.00
H 2.295548 6.782450 3.255461 0.00 -0.01 0.00
H 0.162223 5.602105 2.804407 0.02 0.00 0.00
H 0.195135 3.110180 2.360414 0.06 0.07 0.01
H 4.520253 -0.183537 1.911871 -0.03 0.02 0.09
H 5.642868 -1.473930 3.661898 0.00 0.00 0.01
H 4.850658 -1.368675 6.008476 -0.01 0.00 -0.02
H 2.884396 0.047396 6.565157 0.01 -0.01 0.00
H 1.736535 1.318335 4.778399 0.01 0.00 -0.02
C -1.927654 -1.519744 -5.572948 -0.01 0.03 -0.04
C -2.054377 -2.479968 -4.435249 -0.04 0.06 0.03
C -1.884255 -3.850117 -4.355432 0.08 -0.06 0.01
C -2.075458 -4.152649 -2.997418 0.04 -0.01 0.04
N -2.362865 -3.057255 -2.295004 0.06 0.10 -0.32
N -2.347539 -2.050563 -3.202361 0.14 -0.60 0.17
C -1.938945 -5.491191 -2.343294 -0.03 -0.09 0.02
H -2.500023 -1.855621 -6.440570 0.01 -0.02 0.01
H -0.882399 -1.420898 -5.877311 -0.01 -0.02 0.03
H -2.293846 -0.538672 -5.264072 -0.01 -0.04 0.02
H -1.612144 -4.526944 -5.151340 0.00 0.02 0.04
H -2.574143 -1.026406 -2.976945 -0.16 0.32 -0.05
H -1.968047 -6.282587 -3.093979 0.01 0.00 -0.01
H -2.744432 -5.672632 -1.629251 0.01 0.02 0.00
H -0.990099 -5.582312 -1.807547 -0.01 0.02 -0.02
F 3.374466 -1.035205 -1.527655 0.24 -0.18 0.00
C 3.669158 -2.129643 -2.254815 -0.03 0.08 0.02
F 4.265609 -1.720394 -3.385326 -0.03 0.05 0.09
F 4.569884 -2.852682 -1.567507 -0.02 0.07 -0.02
S 2.128192 -3.078901 -2.605025 -0.13 -0.05 -0.25
O 2.495597 -3.929326 -3.707025 0.02 -0.09 0.08
O 1.866243 -3.744926 -1.335607 0.14 0.00 -0.11
O 1.190324 -2.010395 -2.893319 0.30 -0.24 -0.58
```
Positions in Å, forces in eV/Å.

Values from the calculation:
- Total charge: -2

Below is a structure of composition C45H50F9N6OTa, with properties calculated with the ωB97M-V functional and the def2-TZVPD basis.

```
112
Properties=species:S:1:pos:R:3:forces:R:3
Ta -0.163815 -0.023814 0.072405 1.28 0.99 -0.06
C -4.266352 4.142588 -1.994878 0.07 -0.01 -0.05
C -2.964131 3.968194 -2.792992 -0.12 -0.02 0.09
C -2.317564 2.650301 -2.511254 -0.06 -0.01 -0.04
C -2.420759 1.495221 -3.254626 -0.01 0.04 -0.02
C -3.103556 1.330713 -4.575100 0.12 0.03 -0.04
C -2.166435 1.704291 -5.733925 -0.07 -0.03 0.05
C -1.662204 0.489396 -2.586006 -0.07 0.10 0.07
C -1.388229 -0.784906 -3.059289 0.06 0.00 0.00
C -0.516282 -1.705419 -2.503781 -0.11 -0.05 0.06
C -0.155957 -2.966061 -3.070280 0.10 0.00 -0.06
C -0.735914 -3.527116 -4.328314 -0.12 -0.07 0.08
C -2.080108 -4.232877 -4.091217 0.08 0.04 0.00
C 0.793448 -3.528536 -2.249874 -0.06 -0.06 -0.03
C 1.008059 -2.630157 -1.161787 0.08 0.08 -0.08
C 1.870688 -2.841914 -0.100259 -0.02 -0.05 0.00
C 2.024048 -2.039458 1.015993 -0.08 0.06 0.02
N 1.380744 -0.827926 1.197110 -0.16 -0.01 -0.01
C 1.714536 -0.380331 2.468793 0.01 0.01 0.04
C 1.386702 0.866794 2.977964 0.01 -0.06 0.01
C 0.708457 1.888946 2.325352 -0.13 0.00 -0.04
N 0.201874 1.795866 1.050234 0.17 -0.07 -0.12
C -0.425689 2.990372 0.772788 0.00 -0.04 -0.01
C -1.177117 3.247426 -0.363440 0.01 -0.01 0.03
C -1.520492 2.355174 -1.367677 0.02 -0.05 0.01
N -1.148318 1.014197 -1.406264 -0.04 -0.14 -0.10
C -0.272369 3.876607 1.893307 0.04 0.05 0.01
C 0.422302 3.192914 2.856913 -0.02 0.04 0.04
C 0.773245 3.646626 4.237584 -0.15 -0.07 0.05
C -0.318043 3.275375 5.254535 0.08 0.04 -0.05
C -0.851095 5.253082 1.972176 -0.11 -0.06 0.02
C -2.352926 5.240499 2.296076 0.07 0.02 -0.01
C 2.532837 -1.363086 3.112032 -0.01 -0.06 -0.04
C 2.746337 -2.371054 2.203047 0.13 0.00 0.10
C 3.508718 -3.638486 2.423963 -0.11 -0.02 0.03
C 2.602958 -4.756635 2.959036 0.05 0.05 -0.01
C 3.054145 -1.266033 4.509957 0.13 0.10 -0.05
C 4.308292 -0.383781 4.615684 -0.05 -0.07 -0.05
N 0.186488 -1.518104 -1.316083 -0.38 0.01 0.33
C 1.430500 -4.873726 -2.377928 -0.08 -0.07 0.08
C 0.718864 -5.919552 -1.504957 0.06 0.03 -0.05
H -4.725474 5.103260 -2.224376 0.00 -0.02 0.01
H -4.078471 4.100232 -0.920032 -0.02 -0.01 -0.02
H -4.980427 3.355724 -2.241610 0.01 0.01 0.02
H -2.274262 4.780643 -2.557847 0.02 0.01 -0.04
H -3.180374 4.039540 -3.858806 0.03 0.03 -0.01
H -3.991604 1.962668 -4.602976 -0.03 -0.02 0.01
H -3.448835 0.302950 -4.695279 -0.04 0.01 0.02
H -1.865685 2.750491 -5.666657 0.02 -0.02 -0.01
H -2.663526 1.553668 -6.691404 0.01 0.01 0.01
H -1.263102 1.091182 -5.716067 -0.01 0.01 -0.02
H -1.855386 -1.063578 -3.994039 0.01 0.00 0.00
H -0.028078 -4.231731 -4.763786 0.01 0.02 -0.04
H -0.864455 -2.725068 -5.057542 0.02 0.00 -0.03
H -1.945019 -5.131191 -3.488231 -0.02 0.03 0.02
H -2.525258 -4.528323 -5.040261 0.00 -0.01 0.02
H -2.783074 -3.579324 -3.570996 0.00 -0.01 -0.02
H 2.434259 -3.765420 -0.115515 -0.01 0.01 0.01
H 1.725895 1.076076 3.983833 0.00 0.00 -0.01
H -1.584987 4.245801 -0.453140 0.02 -0.01 0.00
H 0.917617 4.726835 4.233819 0.05 0.01 0.02
H 1.723113 3.205507 4.544079 0.03 0.03 -0.02
H -1.235860 3.829247 5.056754 0.00 -0.04 -0.01
H 0.007855 3.514098 6.266226 -0.02 0.00 -0.01
H -0.550251 2.209670 5.208540 0.00 0.01 0.02
H -0.684727 5.775724 1.027632 0.03 0.02 0.01
H -0.321563 5.817920 2.739355 0.02 0.02 -0.02
H -2.923048 4.723562 1.521833 0.00 0.00 0.03
H -2.730214 6.259519 2.373020 -0.01 -0.02 -0.01
H -2.543736 4.735794 3.243194 -0.01 0.00 -0.01
H 4.313763 -3.446319 3.133965 0.03 -0.02 -0.02
H 3.981582 -3.956537 1.493232 0.04 0.01 0.01
H 2.131690 -4.457124 3.896323 0.00 -0.02 -0.02
H 3.181677 -5.660874 3.143508 -0.02 0.01 -0.01
H 1.810960 -4.993871 2.245962 0.00 0.00 0.02
H 3.290394 -2.267669 4.869571 -0.05 0.00 0.03
H 2.268460 -0.877938 5.161305 0.00 -0.01 0.02
H 5.144689 -0.833980 4.078895 -0.02 0.02 0.00
H 4.600486 -0.263831 5.657937 0.01 0.00 -0.02
H 4.136488 0.606902 4.190526 0.00 0.00 0.03
H 2.484096 -4.821171 -2.097017 0.02 0.03 -0.05
H 1.400184 -5.189138 -3.420667 0.03 0.01 0.00
H 0.793770 -5.663275 -0.446152 -0.03 -0.01 -0.02
H 1.166212 -6.901906 -1.651493 -0.01 0.01 0.02
H -0.339115 -5.986265 -1.760487 0.02 0.00 0.01
F -4.045229 -1.260060 3.621833 -0.09 -0.06 0.07
C -3.285854 -0.350439 3.027963 0.18 0.04 0.01
F -2.412140 0.134119 3.907287 0.03 0.03 0.03
F -4.055490 0.651830 2.614841 -0.02 0.07 -0.05
C -2.521239 -0.989700 1.832458 -0.09 0.13 -0.08
O -1.469853 -0.153130 1.463748 -0.67 -0.78 -0.33
C -1.936787 -2.373745 2.248792 -0.07 0.12 -0.03
F -0.975865 -2.722730 1.367462 0.05 -0.04 0.01
F -1.369636 -2.294791 3.446815 0.04 -0.08 -0.02
F -2.858366 -3.320415 2.247780 0.06 -0.04 0.06
C -3.462453 -1.146927 0.598845 0.21 0.06 0.10
F -4.575338 -1.788482 0.877420 -0.05 0.01 -0.02
F -2.778079 -1.830518 -0.350020 -0.07 0.03 -0.05
F -3.748802 0.044872 0.075740 -0.02 -0.06 0.02
N 5.329030 1.368070 -3.137383 -0.09 0.01 0.05
C 4.159924 1.233495 -2.487899 0.02 0.02 -0.05
C 4.076351 1.323447 -1.086418 0.07 0.06 -0.01
C 2.869378 1.137732 -0.470153 -0.08 0.10 0.01
N 1.722541 0.869436 -1.124333 -0.20 -0.30 0.24
C 1.794250 0.835610 -2.468745 -0.03 0.05 0.02
C 2.952653 1.006475 -3.176074 0.06 0.05 -0.04
H 6.177343 1.577151 -2.642163 0.01 0.00 0.00
H 5.370472 1.346698 -4.140521 0.01 0.00 -0.01
H 4.955872 1.548468 -0.496932 -0.04 -0.03 0.01
H 2.797524 1.227571 0.605849 0.04 -0.06 -0.03
H 0.863987 0.680450 -2.998438 0.02 -0.08 0.00
H 2.933267 0.977393 -4.257945 -0.02 -0.02 0.03
```
Positions in Å, forces in eV/Å.

Values from the calculation:
- Total charge: +2

Number 1: frontier orbital gap 6.48 eV, F_max 1.267 eV Å⁻¹. Number 2: frontier orbital gap 5.47 eV, F_max 1.615 eV Å⁻¹.